Here is a molecular structure, C15H32HfNOPSSi from OMol25. Energies are from wB97M-V/def2-TZVPD.

Positions of all 53 atoms, in Å:
Hf1 0.4144 0.5258 0.3124
Si1 -0.9687 -1.1231 1.9970
P1 0.4006 -2.1470 -0.3381
N1 -1.0113 0.7183 -1.0270
H1 2.0663 1.3437 1.1296
C1 1.5117 -2.1443 -1.7951
H2 1.7406 -3.1744 -2.0924
H3 2.4394 -1.6107 -1.5660
H4 1.0149 -1.6058 -2.6105
C2 1.2123 -3.4564 0.6509
H5 1.3085 -4.3360 -0.0046
H6 0.6035 -3.7008 1.5328
H7 2.2078 -3.1129 0.9709
C3 -1.0273 -2.9921 -1.1125
H8 -0.6851 -3.9778 -1.4635
H9 -1.3805 -2.3913 -1.9623
H10 -1.8455 -3.1053 -0.3927
C4 -0.1891 -1.2428 3.7597
H11 0.3579 -0.3177 4.0019
H12 0.5043 -2.0973 3.8125
H13 -0.9677 -1.3876 4.5293
H14 -2.2238 -0.3103 2.1670
H15 -1.5348 -2.4928 1.8365
C5 -2.0679 0.6780 -1.8382
C6 -3.0992 1.1608 -4.0228
C7 -1.9987 1.1827 -3.1809
C8 -3.3294 0.0986 -1.4404
C9 -4.4224 0.0863 -2.2989
C10 -4.3248 0.6273 -3.5910
H16 -3.0110 1.5671 -5.0333
H17 -1.0293 1.5835 -3.4997
H18 -3.3899 -0.3276 -0.4307
H19 -5.3684 -0.3436 -1.9622
H20 -5.1861 0.6363 -4.2485
C11 2.8923 0.6881 0.5237
O1 2.1539 0.2447 -0.5977
C12 4.0939 1.4831 -0.0149
H21 4.8491 1.6975 0.7558
H22 3.7999 2.4502 -0.4236
H23 4.5565 0.9082 -0.8333
C13 3.3839 -0.4139 1.4602
H24 3.6046 -1.3562 0.9311
H25 2.6801 -0.6308 2.2796
H26 4.3053 -0.0580 1.9470
C14 -1.4194 3.2951 2.3277
S1 0.2303 2.6104 1.8687
C15 0.7542 3.8156 0.6101
H27 -2.1125 2.4561 2.4538
H28 -1.7508 3.9720 1.5330
H29 -1.3139 3.8534 3.2695
H30 -0.1240 4.3895 0.2979
H31 1.4901 4.4851 1.0741
H32 1.2053 3.2992 -0.2519

As for the lowest unoccupied orbital energy: 0.12 eV. The calculation puts the HOMO-LUMO gap at 6.4302 eV. Its net charge is 0. The value obtained for the highest occupied orbital energy is -0.232 Eh. For the energy above the lowest of the compared OMol25 structures with the same formula, charge and spin, the calculation gives 0.0 kcal per mole. The electronic energy comes out at -1797.74045 Ha.

---

Here is a molecular structure, C19H28NO2P2Ti from OMol25. Energies are from wB97M-V/def2-TZVPD.

Positions of all 53 atoms, in Å:
Ti1 0.0852 -0.9768 -0.6260
P1 -2.3139 -0.2014 -0.5571
C1 -2.3023 0.4202 -2.3858
C2 -0.8788 0.9090 -2.7473
N1 0.2468 0.5515 -2.0469
C3 1.4849 0.9498 -2.4305
C4 1.6157 1.7589 -3.5242
C5 0.5292 2.0736 -4.2831
C6 -0.7371 1.6534 -3.9161
C7 2.6879 0.6866 -1.6038
P2 2.5454 -0.7905 -0.5073
H1 -1.6090 1.7770 -4.5330
H2 2.5765 2.1677 -3.7446
H3 0.6405 2.6568 -5.1802
H4 3.5923 0.5546 -2.2087
H5 2.8574 1.5400 -0.9409
H6 -2.6329 -0.4123 -3.0693
H7 -3.0171 1.2651 -2.5288
H8 -1.5018 -2.9513 -3.2391
O1 -2.2550 -3.1019 -3.8228
H9 -1.8653 -2.5583 -4.5856
H10 -0.1979 -1.4963 1.1465
O2 0.2419 -2.6401 -1.3338
H11 0.1672 -3.5889 -1.0862
C8 3.0976 -2.1399 -1.5707
H12 4.1242 -1.9551 -1.9087
H13 3.0460 -3.0616 -0.9758
H14 2.4300 -2.2476 -2.4393
C9 3.6403 -0.6544 0.8626
H15 3.5350 -1.5671 1.4494
H16 4.6598 -0.5514 0.5008
H17 3.3608 0.2031 1.4718
C10 -3.0361 1.2753 0.1754
H18 -4.0371 1.3953 -0.2495
H19 -3.1148 1.2520 1.2543
H20 -2.4493 2.1344 -0.1492
C11 -3.6406 -1.4407 -0.5263
H21 -3.8775 -1.6876 0.5203
H22 -4.5407 -1.0466 -1.0216
H23 -3.2919 -2.3163 -1.0942
C12 -0.0402 -0.4256 1.4386
C13 -0.0692 0.4263 2.4035
C14 0.0252 0.8304 3.7732
C15 -1.0440 1.4885 4.4103
C16 -1.0885 1.6782 5.7816
C17 -0.0126 1.2641 6.6107
C18 1.1141 0.6764 5.9693
C19 1.1353 0.4931 4.5899
H24 -1.8601 1.8062 3.7706
H25 -1.9598 2.1504 6.2769
H26 -0.0420 1.3695 7.7195
H27 1.9725 0.3619 6.6104
H28 2.0041 0.0424 4.1006

Its multiplicity is 3. As for the lowest unoccupied orbital energy (spin up / spin down): -3.05 / -3.07 eV. The calculation puts the HOMO-LUMO gap (spin up / spin down) at 5.8315 / 8.0427 eV. Its net charge is +1. The value obtained for the highest occupied orbital energy (spin up / spin down) is -0.327 / -0.408 Eh. For the energy above the lowest of the compared OMol25 structures with the same formula, charge and spin, the calculation gives 0.0 kcal per mole. The electronic energy comes out at -2477.94947 Ha. The expectation value of S² is 2.057.

---

Here is a molecular structure, C25H36AlIN3OS from OMol25. Energies are from wB97M-V/def2-TZVPD.

Positions of all 68 atoms, in Å:
Al1 0.0618 0.1484 0.0523
I1 -0.4658 -3.0994 -0.6230
C1 1.1975 -3.2769 0.6499
C2 1.4815 -4.5500 1.0551
C3 2.6145 -4.7976 1.8552
C4 3.4336 -3.7645 2.1945
C5 3.1554 -2.4418 1.7738
C6 4.0557 -1.4019 2.1184
C7 3.8172 -0.1226 1.7304
C8 2.6397 0.1713 1.0103
C9 1.7127 -0.7856 0.6381
C10 1.9920 -2.1459 0.9987
H1 0.8479 -5.3734 0.7544
H2 2.8292 -5.8099 2.1731
H3 4.3204 -3.9410 2.7928
H4 4.9447 -1.6584 2.6845
H5 4.5079 0.6717 1.9855
H6 2.4510 1.2119 0.7645
C11 -1.8769 4.4483 -1.2974
C12 -0.7168 4.5626 -0.2931
C13 -1.2052 5.2619 0.9825
C14 0.4294 5.3667 -0.9187
C15 -0.2520 3.2040 0.0327
C16 0.1378 2.0881 0.3123
H7 -2.2114 5.4438 -1.6001
H8 -2.7229 3.9202 -0.8504
H9 -1.5609 3.9018 -2.1903
H10 -1.5313 6.2779 0.7470
H11 -0.4047 5.3214 1.7223
H12 -2.0484 4.7252 1.4233
H13 0.1043 6.3933 -1.1021
H14 0.7371 4.9315 -1.8716
H15 1.2961 5.3940 -0.2573
C17 -3.3280 0.7349 -2.8916
N1 -2.0160 0.8156 -3.5192
C18 -2.0031 0.3695 -4.9138
C19 -0.8998 0.6494 -2.7435
N2 -0.9880 0.1230 -1.5402
N3 0.2721 1.0695 -3.2597
C20 1.5565 0.6945 -2.6764
C21 0.3392 2.2169 -4.1666
H16 -4.0475 1.2326 -3.5392
H17 -3.3190 1.2531 -1.9353
H18 -3.6621 -0.3009 -2.7509
H19 -2.4069 -0.6444 -4.9882
H20 -0.9951 0.3617 -5.3122
H21 -2.6185 1.0336 -5.5189
H22 -1.8691 -0.3509 -1.3986
H23 1.5136 -0.3115 -2.2557
H24 1.8681 1.4009 -1.9017
H25 2.3040 0.6814 -3.4667
H26 -0.6392 2.6719 -4.2816
H27 0.7211 1.9267 -5.1464
H28 1.0199 2.9570 -3.7428
O1 -1.1741 -0.3430 1.3621
S1 -0.6376 0.1155 2.7567
C22 -1.5772 1.6154 3.1674
C23 -2.1072 1.4696 4.6041
C24 -1.8171 0.0413 5.1218
C25 -1.5995 -0.8695 3.9214
H29 -2.3604 1.6502 2.4106
H30 -0.9199 2.4677 3.0219
H31 -3.1773 1.6678 4.6147
H32 -1.6409 2.2031 5.2568
H33 -2.6380 -0.3347 5.7271
H34 -0.9268 0.0394 5.7512
H35 -2.5164 -1.1269 3.3876
H36 -1.0431 -1.7745 4.1595

As for the lowest unoccupied orbital energy: -2.01 eV. The calculation puts the HOMO-LUMO gap at 8.3488 eV. Its net charge is +1. The value obtained for the highest occupied orbital energy is -0.381 Eh. For the energy above the lowest of the compared OMol25 structures with the same formula, charge and spin, the calculation gives 12.4 kcal per mole. The electronic energy comes out at -2151.90584 Ha.

---

The evaluated max |F| for the records listed, in turn: 5.96, 3.14, 0.58 eV/Å.